# 1
A structure of composition C17H19GaGeIN2S4, computed with wB97M-V/def2-TZVPD.

CARTESIAN COORDINATES (ANGSTROEM)
1 Ga 0.449 -0.452 -2.935
2 S 0.877 1.455 -1.576
3 S -1.029 2.302 -1.935
4 S -0.786 2.387 -3.939
5 S -0.794 0.416 -4.602
6 C -4.071 -1.455 0.007
7 C -2.889 -1.814 -0.829
8 C -2.511 -3.004 -1.416
9 C -1.337 -2.736 -2.127
10 N -1.003 -1.451 -1.958
11 N -1.957 -0.911 -1.168
12 C -0.539 -3.679 -2.965
13 H -4.682 -2.337 0.181
14 H -4.687 -0.705 -0.490
15 H -3.762 -1.053 0.973
16 H -3.030 -3.946 -1.354
17 H -1.986 0.089 -1.024
18 H -1.158 -4.527 -3.251
19 H 0.328 -4.053 -2.420
20 H -0.180 -3.210 -3.880
21 I 2.561 -1.739 -2.896
22 Ge 0.964 0.384 0.520
23 C -0.427 1.272 1.490
24 C -1.410 0.509 2.120
25 C -2.425 1.132 2.836
26 C -2.463 2.517 2.917
27 C -1.488 3.285 2.291
28 C -0.470 2.666 1.581
29 C 2.818 0.652 0.885
30 C 3.577 -0.446 1.290
31 C 4.928 -0.289 1.568
32 C 5.521 0.958 1.437
33 C 4.770 2.054 1.031
34 C 3.420 1.904 0.754
35 H 0.613 -1.081 0.277
36 H -1.378 -0.575 2.067
37 H -3.181 0.539 3.335
38 H -3.254 3.001 3.476
39 H -1.520 4.364 2.362
40 H 0.287 3.275 1.099
41 H 3.125 -1.427 1.380
42 H 5.517 -1.142 1.881
43 H 6.575 1.078 1.649
44 H 5.238 3.024 0.925
45 H 2.847 2.766 0.430

## Properties
* total charge: +1
* largest force on an atom: 0.0077 Eh/bohr
* LUMO level: -3.359 eV
* electronic energy: -6660.786006 hartree
* highest occupied orbital energy: -11.65 eV
* spin multiplicity: 1


# 2
A cluster of 2 separate species, C17H19N in total at a distorted geometry, computed with wB97M-V/def2-TZVPD.

CARTESIAN COORDINATES (ANGSTROEM)
1 C -2.893 -0.421 -0.641
2 C -1.983 -0.946 0.424
3 C -1.113 -1.939 0.148
4 N -0.353 -2.344 1.249
5 C -0.920 -1.567 2.309
6 C -0.651 -1.736 3.662
7 C -1.384 -0.990 4.574
8 C -2.279 -0.055 4.037
9 C -2.613 0.124 2.699
10 C -1.955 -0.745 1.855
11 H -3.121 0.658 -0.550
12 H -3.812 -0.924 -0.880
13 H -2.333 -0.399 -1.599
14 H -0.961 -2.421 -0.788
15 H -0.075 -3.304 1.300
16 H 0.214 -2.295 4.075
17 H -1.350 -1.183 5.630
18 H -2.844 0.641 4.651
19 H -3.359 0.861 2.444
20 C 3.462 1.514 -0.314
21 C 2.036 1.004 -0.100
22 C 1.365 0.850 -1.435
23 C 1.649 -0.215 -2.273
24 C 1.533 -0.186 -3.639
25 C 1.075 0.952 -4.232
26 C 0.750 2.081 -3.524
27 C 0.904 1.989 -2.145
28 H 4.139 0.726 0.024
29 H 3.770 2.471 0.167
30 H 3.624 1.627 -1.370
31 H 2.079 -0.025 0.494
32 H 1.413 1.550 0.619
33 H 2.092 -1.117 -1.797
34 H 1.727 -1.069 -4.257
35 H 0.968 0.945 -5.331
36 H 0.707 3.064 -3.964
37 H 0.493 2.827 -1.522

## Properties
* largest force on an atom: 0.0639 Eh/bohr
* LUMO level: 0.871 eV
* electronic energy: -713.895483 hartree
* highest occupied orbital energy: -7.85 eV
* SMILES: Cc1c[nH]c2ccccc12.CCc1ccccc1
* spin multiplicity: 1


# 3
A cluster of 2 separate species, C17H19N in total at a distorted geometry, computed with wB97M-V/def2-TZVPD.

CARTESIAN COORDINATES (ANGSTROEM)
1 C -2.536 -1.927 1.623
2 C -1.457 -0.901 1.937
3 C -1.391 0.230 0.967
4 C -1.187 1.490 1.428
5 N -1.033 2.427 0.346
6 C -1.375 1.610 -0.771
7 C -1.547 2.147 -2.024
8 C -1.724 1.205 -3.059
9 C -1.731 -0.179 -2.784
10 C -1.473 -0.658 -1.489
11 C -1.332 0.239 -0.460
12 H -2.447 -2.532 0.727
13 H -3.547 -1.529 1.497
14 H -2.675 -2.516 2.524
15 H -1.650 -0.498 2.926
16 H -0.473 -1.423 1.840
17 H -0.973 1.862 2.468
18 H -1.337 3.371 0.535
19 H -1.449 3.214 -2.214
20 H -1.765 1.531 -4.100
21 H -1.673 -0.975 -3.518
22 H -1.362 -1.724 -1.261
23 C 1.878 0.531 2.126
24 C 1.933 -0.250 0.875
25 C 1.747 0.540 -0.295
26 C 2.288 0.174 -1.503
27 C 3.037 -0.988 -1.665
28 C 3.106 -1.824 -0.555
29 C 2.691 -1.384 0.694
30 H 2.450 0.162 2.993
31 H 0.888 0.426 2.607
32 H 2.137 1.580 1.948
33 H 1.306 1.546 -0.256
34 H 2.345 0.838 -2.432
35 H 3.657 -0.969 -2.571
36 H 3.642 -2.783 -0.602
37 H 3.031 -2.061 1.498

## Properties
* largest force on an atom: 0.0642 Eh/bohr
* LUMO level: 0.866 eV
* electronic energy: -713.890297 hartree
* highest occupied orbital energy: -7.82 eV
* SMILES: CCc1c[nH]c2ccccc12.Cc1ccccc1
* spin multiplicity: 1


# 4
An isolated molecule of C17H19N3S2 at a distorted geometry, computed with wB97M-V/def2-TZVPD.

CARTESIAN COORDINATES (ANGSTROEM)
1 C -0.888 0.428 -3.668
2 C -1.866 1.595 -3.664
3 C -1.366 2.757 -2.793
4 C -1.282 2.370 -1.358
5 C -0.177 2.146 -0.602
6 C -0.476 1.739 0.726
7 C 0.565 1.448 1.698
8 N 1.525 2.272 1.978
9 N 2.290 1.632 2.885
10 C 1.822 0.388 3.172
11 S 2.550 -0.645 4.222
12 N 0.682 0.272 2.410
13 C -0.144 -0.903 2.156
14 C -0.330 -1.777 3.391
15 C 0.432 -1.668 0.983
16 C 1.699 -2.235 1.054
17 C 2.222 -2.910 -0.034
18 C 1.486 -3.029 -1.201
19 C 0.223 -2.467 -1.277
20 C -0.298 -1.785 -0.192
21 C -1.820 1.671 0.953
22 S -2.728 2.093 -0.438
23 H -1.275 -0.387 -4.275
24 H -0.723 0.060 -2.658
25 H 0.071 0.735 -4.078
26 H -2.008 1.957 -4.684
27 H -2.836 1.263 -3.287
28 H -2.050 3.602 -2.904
29 H -0.376 3.068 -3.131
30 H 0.829 2.257 -0.961
31 H 3.113 2.057 3.278
32 H -1.124 -0.515 1.860
33 H -1.054 -2.554 3.162
34 H 0.603 -2.242 3.691
35 H -0.701 -1.181 4.222
36 H 2.280 -2.145 1.958
37 H 3.208 -3.346 0.032
38 H 1.895 -3.558 -2.049
39 H -0.356 -2.558 -2.184
40 H -1.284 -1.345 -0.257
41 H -2.335 1.440 1.865

## Properties
* largest force on an atom: 0.0200 Eh/bohr
* LUMO level: 0.521 eV
* electronic energy: -1619.860598 hartree
* highest occupied orbital energy: -7.86 eV
* SMILES: CCCc1cc(-c2n[nH]c(=S)n2[C@H](C)c2ccccc2)cs1
* spin multiplicity: 1


# 5
A structure of composition C17H19N4ORhS, computed with wB97M-V/def2-TZVPD.

CARTESIAN COORDINATES (ANGSTROEM)
1 Rh 0.739 -0.249 -0.702
2 N 4.341 2.177 -0.976
3 C 3.092 1.615 -1.033
4 S 3.022 -0.124 -0.780
5 N 2.092 2.419 -1.210
6 N 0.849 1.790 -1.187
7 C -0.156 2.555 -1.390
8 C -1.550 2.166 -1.263
9 C -2.503 3.195 -1.307
10 C -3.832 2.965 -1.043
11 C -4.240 1.668 -0.707
12 C -3.345 0.627 -0.720
13 C -1.988 0.831 -1.062
14 O -1.213 -0.208 -1.228
15 H 5.114 1.547 -1.107
16 H 4.429 3.077 -1.420
17 H 0.067 3.597 -1.625
18 H -2.164 4.198 -1.546
19 H -4.547 3.775 -1.083
20 H -5.276 1.478 -0.453
21 H -3.653 -0.389 -0.505
22 C -0.796 0.122 1.673
23 N 0.619 -0.135 1.350
24 C 1.473 0.945 1.874
25 C 1.022 -1.458 1.934
26 C 0.711 -2.566 0.986
27 C 0.440 -3.872 1.376
28 C 0.233 -4.843 0.407
29 C 0.307 -4.502 -0.941
30 C 0.566 -3.189 -1.317
31 C 0.745 -2.208 -0.349
32 H -0.914 0.206 2.758
33 H -1.403 -0.700 1.301
34 H -1.122 1.048 1.206
35 H 1.366 1.003 2.962
36 H 1.171 1.891 1.431
37 H 2.507 0.748 1.617
38 H 0.519 -1.604 2.895
39 H 2.096 -1.406 2.119
40 H 0.397 -4.132 2.429
41 H 0.012 -5.861 0.701
42 H 0.153 -5.262 -1.698
43 H 0.622 -2.934 -2.370

## Properties
* largest force on an atom: 0.0183 Eh/bohr
* LUMO level (spin up / spin down): -0.517 / -0.517 eV
* electronic energy: -1462.204638 hartree
* highest occupied orbital energy (spin up / spin down): -7.81 / -7.81 eV
* spin multiplicity: 1


# 6
A structure of composition C17H19N5O2Tc at a distorted geometry, computed with wB97M-V/def2-TZVPD.

CARTESIAN COORDINATES (ANGSTROEM)
1 N 1.915 -0.737 -0.315
2 C 3.044 -0.990 -0.328
3 C 4.476 -1.311 -0.344
4 H 4.917 -1.055 0.618
5 H 4.969 -0.742 -1.132
6 H 4.607 -2.377 -0.530
7 N -1.402 -0.153 -2.216
8 C -1.988 -0.105 -3.213
9 C -2.732 -0.046 -4.476
10 H -2.104 0.398 -5.248
11 H -3.627 0.561 -4.343
12 H -3.019 -1.053 -4.777
13 N -1.196 0.561 1.580
14 C -1.674 0.980 2.546
15 C -2.280 1.510 3.772
16 H -3.240 1.023 3.943
17 H -2.432 2.583 3.670
18 H -1.621 1.316 4.617
19 Tc -0.310 -0.392 -0.260
20 C -2.292 -1.287 0.016
21 O -3.317 -1.765 0.162
22 C 0.007 -2.246 -1.384
23 O 0.167 -3.219 -1.958
24 C 1.699 2.311 -1.572
25 C 1.769 2.563 -0.229
26 C 0.691 3.014 0.424
27 C -0.481 3.218 -0.251
28 C -0.549 2.971 -1.564
29 C 0.553 2.511 -2.232
30 H 2.569 1.971 -2.112
31 H 2.695 2.426 0.308
32 H 0.763 3.233 1.478
33 H -1.350 3.601 0.262
34 H -1.471 3.159 -2.092
35 H 0.515 2.329 -3.295
36 N -0.763 -1.962 2.311
37 C -0.282 -2.959 3.069
38 C 0.853 -3.440 2.486
39 C 1.019 -2.683 1.350
40 N 0.035 -1.737 1.260
41 H -1.661 -1.497 2.546
42 H -0.750 -3.330 3.972
43 H 1.468 -4.263 2.824
44 H 1.809 -2.886 0.653

## Properties
* total charge: +4
* largest force on an atom: 0.0703 Eh/bohr
* LUMO level (spin up / spin down): -14.967 / -17.401 eV
* electronic energy: -1162.481138 hartree
* highest occupied orbital energy (spin up / spin down): -22.81 / -21.81 eV
* ⟨S²⟩: 3.780
* spin multiplicity: 4